1.
C37H87N3O8 | wB97M-V/def2-TZVPD

Last column: Mulliken charge in e.
Atoms and positions in Å:
1 C 2.7206 3.0169 -0.2168  -0.612
2 C 3.4773 4.2474 -0.2387  1.576
3 C 4.4280 4.3667 -1.4761  -1.295
4 C 3.7312 4.7276 -2.8126  0.391
5 C 2.8984 5.9701 -2.7446  -1.464
6 C 1.9485 5.9464 -1.6281  1.759
7 N 2.6210 5.5074 -0.3098  0.217
8 O 2.0652 5.8046 0.9253  -0.455
9 C 1.4867 7.3707 -1.3687  -2.009
10 C 0.7280 5.0482 -1.8791  -1.272
11 C 4.5172 4.1823 0.9735  -1.774
12 H 3.3504 2.1622 0.0303  -0.088
13 H 2.1904 2.8114 -1.1467  -0.105
14 H 2.0018 3.1646 0.5892  0.246
15 H 5.3040 4.9768 -1.2559  0.464
16 H 4.7339 3.3399 -1.6769  0.280
17 H 3.0736 3.9342 -3.1679  -0.583
18 H 4.5743 4.8899 -3.4840  0.433
19 H 2.3398 6.0484 -3.6774  0.405
20 H 3.5044 6.8749 -2.6966  0.423
21 H 0.6462 7.3651 -0.6747  0.433
22 H 2.2669 7.9151 -0.8366  0.484
23 H 1.0294 7.8996 -2.2049  0.410
24 H 0.4421 4.5405 -0.9580  0.159
25 H -0.0534 5.7104 -2.2520  0.575
26 H 0.8392 4.2122 -2.5697  -0.063
27 H 4.9210 3.1939 1.1927  0.236
28 H 4.0060 4.5004 1.8822  0.411
29 H 5.3661 4.8658 0.9601  0.407
30 H 1.2644 5.2765 0.8879  0.393
31 C 3.4727 0.7980 -4.1212  -1.501
32 C 1.9595 0.3712 -4.1724  1.457
33 C 1.1724 1.2776 -5.2012  -1.410
34 C -0.1778 0.7610 -5.4949  -0.555
35 C 0.0708 -0.6258 -6.1320  -1.469
36 C 0.8284 -1.7347 -5.2877  1.746
37 N 1.9637 -1.0512 -4.6593  0.416
38 O 2.7800 -1.9072 -3.8754  -0.380
39 C -0.1223 -2.5842 -4.4026  -1.816
40 C 1.3436 -2.7039 -6.3288  -2.206
41 C 1.2650 0.3325 -2.8131  -0.693
42 H 3.5822 1.8824 -4.1329  0.429
43 H 4.1498 0.3705 -4.8606  0.405
44 H 3.9443 0.5960 -3.1595  0.075
45 H 0.9785 2.2984 -4.8719  0.190
46 H 1.8361 1.5313 -6.0278  0.554
47 H -0.9149 1.4264 -5.9443  0.506
48 H -0.6724 0.6171 -4.5343  0.130
49 H 0.6085 -0.4465 -7.0631  0.445
50 H -0.9177 -0.9896 -6.4126  0.510
51 H -0.6582 -1.8803 -3.7658  0.283
52 H -0.8788 -3.1090 -4.9860  0.452
53 H 0.3546 -3.3391 -3.7775  0.394
54 H 2.1551 -2.3917 -6.9862  0.442
55 H 1.7763 -3.6093 -5.9034  0.474
56 H 0.5254 -3.0434 -6.9639  0.418
57 H 1.9913 0.1557 -2.0198  0.067
58 H 0.4143 -0.3244 -2.6321  0.131
59 H 0.9654 1.3455 -2.5444  0.171
60 H 3.4040 -2.1470 -4.5645  0.342
61 C -8.2023 -2.6142 4.1403  -1.658
62 C -7.2745 -1.3487 4.2259  1.239
63 C -6.1972 -1.7337 5.2357  -1.308
64 C -4.8810 -2.6131 4.8840  -0.871
65 C -4.2689 -1.9249 3.6863  -1.144
66 C -5.2229 -1.4969 2.4558  1.760
67 N -6.5051 -0.8846 2.9868  0.440
68 O -7.3278 -0.3942 2.0198  -0.492
69 C -4.4851 -0.4827 1.4998  -1.722
70 C -5.6344 -2.7933 1.7035  -1.585
71 C -7.9705 -0.1027 4.9228  -1.658
72 H -8.7426 -2.6305 3.1938  0.384
73 H -8.8768 -2.6075 4.9965  0.421
74 H -7.6815 -3.5605 3.9940  0.344
75 H -5.7808 -0.8529 5.7245  0.433
76 H -6.6234 -2.3507 6.0267  0.400
77 H -5.4301 -3.5279 4.6611  0.313
78 H -4.1199 -2.7655 5.6493  0.382
79 H -3.4225 -2.4766 3.2774  0.377
80 H -3.8074 -1.0098 4.0573  0.506
81 H -3.9323 0.3196 1.9885  0.404
82 H -3.6675 -0.8384 0.8727  0.177
83 H -5.1819 -0.0096 0.8079  0.433
84 H -4.8102 -3.0342 1.0321  0.218
85 H -5.9900 -3.6867 2.2167  0.248
86 H -6.4371 -2.5262 1.0162  0.448
87 H -7.2177 0.5853 5.3074  0.358
88 H -8.6972 -0.3321 5.7022  0.394
89 H -8.6993 0.3702 4.2645  0.404
90 H -6.8752 0.4194 1.7856  0.360
91 C 2.2507 -3.6546 0.4213  -0.963
92 C 2.3957 -3.7488 1.8769  -0.048
93 O 2.6869 -5.0126 2.3445  -0.617
94 H 1.6152 -4.4240 -0.0171  0.401
95 H 3.1240 -3.6542 -0.2309  0.385
96 H 1.7760 -2.6922 0.2301  -0.030
97 H 1.3577 -3.6066 2.1775  0.011
98 H 2.9316 -2.9428 2.3783  0.499
99 H 3.3067 -4.8552 3.0606  0.385
100 C -2.2322 -3.9502 -1.1332  -1.225
101 C -1.6846 -3.7721 0.2411  1.814
102 O -1.6467 -4.9772 1.0172  -0.591
103 H -2.5158 -2.9807 -1.5428  0.273
104 H -3.1190 -4.5616 -0.9664  0.397
105 H -1.4911 -4.4189 -1.7806  0.296
106 H -2.2524 -2.9967 0.7554  -0.675
107 H -0.7028 -3.2989 0.2316  -0.615
108 H -0.7286 -5.2289 1.1409  0.340
109 C 2.1003 0.4956 4.6418  -1.057
110 C 1.2271 -0.7077 4.9737  -0.294
111 O 1.4189 -1.8932 4.2695  -0.373
112 H 2.9760 0.2243 5.2313  0.375
113 H 1.6890 1.4610 4.9370  0.304
114 H 2.7051 0.4277 3.7376  0.229
115 H 0.2211 -0.5216 4.5977  0.217
116 H 1.0187 -0.9085 6.0245  0.448
117 H 0.9671 -2.6193 4.7058  0.259
118 C 0.5418 -0.2280 1.4047  0.632
119 C -0.5648 0.5432 0.7919  0.289
120 O -0.8246 -0.0561 -0.5179  -0.520
121 H 1.3219 -0.2580 0.6440  -0.781
122 H 0.2343 -1.2282 1.7100  0.250
123 H 1.0614 0.2350 2.2435  -0.197
124 H -0.2234 1.5262 0.4674  -0.192
125 H -1.4071 0.7445 1.4539  0.207
126 H -0.8776 0.5660 -1.2472  0.204
127 C 4.5338 -0.6702 0.6234  0.131
128 C 5.3632 -1.7132 1.2485  -0.694
129 O 5.5260 -1.6210 2.6574  -0.542
130 H 4.4939 -0.5537 -0.4596  0.217
131 H 4.9480 0.2917 0.9253  0.149
132 H 3.5442 -0.8449 1.0458  -0.311
133 H 6.3779 -1.6847 0.8513  0.449
134 H 4.8960 -2.6714 1.0211  0.251
135 H 6.0011 -2.4018 2.9512  0.319

Properties
HOMO-LUMO gap	8.1	eV
relative energy (zero: lowest compared OMol25 entry of this formula, charge and spin)	698.5	kJ/mol
highest occupied orbital energy	-7.68	eV
SMILES	CC1(C)CCCC(C)(C)N1O.CC1(C)CCCC(C)(C)N1O.CC1(C)CCCC(C)(C)N1O.CCO.CCO.CCO.CCO.CCO
charge	0

---

2.
C37H90N4O10 | wB97M-V/def2-TZVPD

Last column: Mulliken charge in e.
Atoms and positions in Å:
1 C -2.0628 -0.1527 -0.5285  0.619
2 O -2.8492 -0.0022 -1.7069  0.309
3 H -2.2626 0.6181 0.2176  0.393
4 H -2.2326 -1.1499 -0.1276  -0.406
5 H -0.9902 -0.0583 -0.7311  -0.735
6 H -3.0406 0.9404 -1.8097  0.086
7 O -4.1016 -2.6225 -1.4049  -0.674
8 H -3.7425 -1.9219 -1.9630  0.167
9 H -3.4952 -3.3596 -1.5219  0.263
10 O -2.8751 2.8785 -1.9147  -0.404
11 H -2.0506 3.3897 -2.0687  -0.005
12 H -3.3432 2.8956 -2.7618  0.241
13 O -5.6673 3.3736 -0.9221  -0.643
14 H -5.7511 3.6921 -1.8265  0.307
15 H -4.7289 3.1576 -0.8188  0.277
16 O -5.9031 -0.5977 -0.4607  -0.656
17 H -5.3078 -0.2581 -1.1357  0.276
18 H -5.6158 -1.5101 -0.3287  0.352
19 O -3.5165 -1.3147 -4.3210  -0.662
20 H -3.2633 -0.5710 -4.8769  0.299
21 H -3.2085 -1.0721 -3.4337  0.186
22 C 1.1154 -0.8925 1.7613  -1.231
23 C 1.9147 -0.0097 2.7146  2.521
24 C 2.4675 -0.9229 3.8105  -1.474
25 C 3.5587 -0.2751 4.6707  -0.863
26 C 4.6190 0.2650 3.7128  -1.398
27 C 4.1424 1.1900 2.5745  1.842
28 N 2.9816 0.6019 1.9040  -0.025
29 O 2.4913 1.3781 0.8559  -0.084
30 C 3.8764 2.5992 3.1216  -1.552
31 C 5.3007 1.1849 1.5640  -1.842
32 C 0.8886 0.9738 3.3136  -2.050
33 H 0.2996 -1.3949 2.2795  -0.187
34 H 1.7634 -1.5990 1.2362  0.604
35 H 0.7009 -0.2607 0.9697  -0.387
36 H 1.6916 -1.3282 4.4610  0.359
37 H 2.8462 -1.7675 3.2220  0.454
38 H 3.9771 -0.9714 5.3991  0.486
39 H 3.0906 0.4844 5.3083  0.322
40 H 5.1628 -0.6437 3.4388  0.352
41 H 5.3763 0.8470 4.2479  0.454
42 H 4.1931 3.3166 2.3631  0.420
43 H 2.8472 2.7685 3.4308  0.217
44 H 4.4361 2.8445 4.0290  0.293
45 H 5.9807 2.0210 1.7568  0.438
46 H 5.8428 0.2434 1.5428  0.389
47 H 4.9815 1.3867 0.5381  0.248
48 H 0.5393 1.6814 2.5558  0.114
49 H 1.3271 1.6208 4.0825  0.419
50 H 0.0326 0.5264 3.8193  0.465
51 H 2.7315 0.8827 0.0620  0.204
52 C -4.1297 -3.4386 2.1764  -1.839
53 C -2.8172 -4.0448 2.7695  1.568
54 C -3.2909 -5.1409 3.7090  -1.128
55 C -2.1256 -5.9833 4.2206  -0.719
56 C -1.3936 -6.6085 3.0479  -1.283
57 C -0.8788 -5.5414 2.0731  1.860
58 N -1.9504 -4.5894 1.7416  -0.005
59 O -1.6588 -3.7483 0.6625  0.246
60 C 0.3300 -4.7817 2.6858  -1.453
61 C -0.3715 -6.2159 0.8117  -2.017
62 C -2.1388 -2.8594 3.4940  -1.240
63 H -3.9078 -2.6321 1.4753  0.204
64 H -4.6881 -2.9972 2.9979  0.438
65 H -4.6612 -4.2413 1.6640  0.462
66 H -3.7620 -4.6638 4.5692  0.391
67 H -3.9513 -5.8195 3.1652  0.388
68 H -2.4835 -6.7383 4.9240  0.392
69 H -1.4489 -5.3361 4.7824  0.304
70 H -1.8853 -7.4329 2.5323  0.389
71 H -0.4512 -7.0066 3.4438  0.409
72 H 0.2655 -4.5145 3.7401  0.326
73 H 1.2372 -5.3982 2.6529  0.569
74 H 0.5764 -3.9071 2.0823  -0.076
75 H -1.2023 -6.6599 0.2341  0.512
76 H 0.1365 -5.6513 0.0320  0.213
77 H 0.1364 -7.1652 1.0099  0.398
78 H -2.8480 -2.1605 3.9380  0.546
79 H -1.5224 -2.3113 2.7803  -0.240
80 H -1.4744 -3.2029 4.2904  0.247
81 H -2.2091 -4.1251 -0.0304  0.176
82 C 3.8290 0.9444 -3.8150  -1.983
83 C 2.5911 0.1322 -4.2307  2.031
84 C 2.9971 -0.8767 -5.3101  -1.393
85 C 2.0248 -2.0554 -5.4873  -0.662
86 C 1.7113 -2.6651 -4.1367  -1.304
87 C 1.1990 -1.6528 -3.1066  2.506
88 N 2.1035 -0.5321 -3.0123  -0.672
89 O 1.7349 0.3669 -1.9858  1.521
90 C -0.2737 -1.2834 -3.3912  -1.284
91 C 1.1863 -2.4107 -1.7766  -2.210
92 C 1.5634 1.1065 -4.8178  -1.443
93 H 3.5300 1.6702 -3.0552  0.260
94 H 4.2655 1.5152 -4.6346  0.446
95 H 4.5916 0.3114 -3.3590  0.423
96 H 3.0792 -0.4117 -6.2953  0.346
97 H 3.9988 -1.2659 -5.1090  0.438
98 H 2.4388 -2.8009 -6.1665  0.434
99 H 1.0685 -1.7417 -5.9212  0.289
100 H 2.6240 -3.1603 -3.7923  0.371
101 H 0.8928 -3.3836 -4.2171  0.414
102 H -0.4232 -0.8475 -4.3854  0.138
103 H -0.9632 -2.1162 -3.2892  0.578
104 H -0.5228 -0.4404 -2.7444  -0.150
105 H 2.2215 -2.5411 -1.4389  0.546
106 H 0.6616 -1.9232 -0.9534  -0.198
107 H 0.8259 -3.4418 -1.8147  0.513
108 H 1.8844 2.0863 -5.1750  0.457
109 H 0.7846 1.3912 -4.0977  0.051
110 H 1.0320 0.6168 -5.6384  0.383
111 H 0.9778 0.8128 -2.4063  -1.049
112 C 1.6694 4.9279 -0.7066  -1.935
113 C 0.4079 4.0851 -0.9613  2.196
114 C 0.1130 3.2523 0.2982  0.953
115 C -0.4842 4.0131 1.4714  -1.115
116 C -1.6840 4.8540 0.9855  -1.349
117 C -1.4656 5.7296 -0.2675  1.296
118 N -0.7647 4.9100 -1.2799  1.149
119 O -0.5910 5.6362 -2.4772  -0.589
120 C -2.8171 6.1426 -0.8153  -1.737
121 C -0.7297 6.9950 0.2548  -1.824
122 C 0.6595 3.1343 -2.1222  -0.544
123 H 1.4498 5.7548 -0.0302  0.237
124 H 1.9474 5.4585 -1.6241  0.506
125 H 2.5800 4.4650 -0.3280  0.181
126 H -0.6607 2.4941 0.1037  -0.356
127 H 1.0283 2.7511 0.6166  -0.425
128 H 0.3554 4.6278 1.8213  0.309
129 H -0.8813 3.3834 2.2638  0.591
130 H -2.0851 5.4269 1.8192  0.556
131 H -2.4011 4.0754 0.6945  0.200
132 H -3.3769 6.8000 -0.1530  0.435
133 H -2.7521 6.5333 -1.8315  0.378
134 H -3.4803 5.2785 -0.9214  0.221
135 H 0.1640 6.7911 0.8454  0.363
136 H -0.3715 7.5686 -0.6056  0.396
137 H -1.3678 7.6194 0.8769  0.421
138 H 1.3946 2.3856 -1.7934  -0.170
139 H 1.2027 3.5973 -2.9475  0.255
140 H -0.1862 2.5185 -2.4370  0.169
141 H -1.1065 5.1976 -3.1629  0.307

Properties
HOMO-LUMO gap	7.9	eV
relative energy (zero: lowest compared OMol25 entry of this formula, charge and spin)	0.0	kJ/mol
highest occupied orbital energy	-8.09	eV
SMILES	CC1(C)CCCC(C)(C)N1O.CC1(C)CCCC(C)(C)N1O.CC1(C)CCCC(C)(C)N1O.CC1(C)CCCC(C)(C)N1O.CO.O.O.O.O.O
charge	0

---

3.
C37H91N4NbO3PS | wB97M-V/def2-TZVPD

Last column: Mulliken charge in e.
Atoms and positions in Å:
1 C -4.7571 -2.4492 -2.9841  -0.733
2 C -6.2390 -2.0583 -2.8557  -0.963
3 C -6.5201 -1.2133 -1.6131  -0.161
4 C -6.0771 0.2523 -1.7759  -0.902
5 C -5.0427 0.7010 -0.7453  0.752
6 C -4.4064 2.0515 -1.0609  -1.424
7 C -2.9423 2.0999 -0.6144  -0.340
8 C -2.0498 1.1625 -1.4410  -0.344
9 Nb -0.0467 2.0596 -2.0358  -1.711
10 S 2.2921 2.7756 -2.6501  -0.468
11 C 0.0032 0.7088 -3.8836  -0.610
12 N 1.3036 -0.0332 -4.0250  0.047
13 C 1.8629 0.0911 -5.3657  -1.148
14 O -0.0277 3.4631 -0.5660  -0.554
15 C 0.6320 3.3851 0.6658  -0.194
16 C -0.1893 2.6072 1.6706  0.282
17 O 0.6516 2.1719 2.7230  -0.364
18 C -0.0221 1.3690 3.6501  -0.410
19 C -0.1762 -0.0731 3.1890  -0.604
20 C -1.1986 3.5141 -3.3618  1.531
21 C -0.3111 4.6462 -3.8719  -1.632
22 C -2.0711 2.9492 -4.4820  -0.435
23 C -3.3519 3.7577 -4.7551  -1.598
24 P 0.8574 0.0319 -0.7493  0.874
25 C 0.1405 -1.5883 -1.3110  -1.551
26 O 2.5068 -0.1989 -0.9784  -0.369
27 H -4.3237 -2.1237 -3.9237  0.292
28 H -4.6302 -3.5234 -2.8862  0.371
29 H -4.1651 -1.9924 -2.1929  -0.001
30 H -6.5227 -1.4625 -3.7205  0.352
31 H -6.8598 -2.9503 -2.8347  0.463
32 H -5.9626 -1.6324 -0.7741  -0.162
33 H -7.5760 -1.2641 -1.3549  0.518
34 H -5.6516 0.4061 -2.7682  0.534
35 H -6.9388 0.9146 -1.7021  0.279
36 H -4.2780 -0.0655 -0.6316  -0.294
37 H -5.5680 0.7755 0.2096  0.078
38 H -4.9500 2.8538 -0.5612  0.437
39 H -4.4434 2.2314 -2.1361  0.391
40 H -2.6062 3.1349 -0.6419  0.558
41 H -2.9079 1.8114 0.4389  0.083
42 H -1.9280 0.2161 -0.9078  0.588
43 H -2.5734 0.9045 -2.3654  0.566
44 H 3.0470 1.6762 -2.6207  0.042
45 H -0.7961 -0.0405 -3.8343  0.108
46 H -0.1476 1.2692 -4.8063  0.508
47 H 1.0917 -1.0142 -3.9075  0.182
48 H 1.2121 -0.3402 -6.1383  0.349
49 H 2.8245 -0.4196 -5.4123  0.345
50 H 2.0243 1.1417 -5.5871  0.296
51 H 0.7585 4.4033 1.0540  0.278
52 H 1.6342 2.9569 0.5982  -0.385
53 H -0.6378 1.7494 1.1664  -0.214
54 H -0.9951 3.2296 2.0702  0.334
55 H -1.0173 1.7764 3.8587  0.288
56 H 0.5349 1.4000 4.5840  0.404
57 H -1.0100 -0.1804 2.4978  -0.087
58 H 0.7193 -0.4073 2.6738  0.164
59 H -0.3728 -0.7218 4.0407  0.459
60 H -1.8709 3.9565 -2.6163  0.167
61 H -0.9305 5.4371 -4.3121  0.420
62 H 0.2350 5.1103 -3.0527  0.312
63 H 0.3873 4.3034 -4.6297  0.325
64 H -2.3293 1.9052 -4.3255  0.068
65 H -1.4805 2.9695 -5.4005  0.477
66 H -3.7452 4.1957 -3.8406  0.308
67 H -4.1261 3.1124 -5.1709  0.376
68 H -3.1761 4.5438 -5.4850  0.421
69 H -0.7532 -1.3839 -1.8905  0.236
70 H -0.1110 -2.2092 -0.4543  0.378
71 H 0.8661 -2.1303 -1.9143  0.461
72 H 2.6960 -1.1281 -1.0844  -0.034
73 C 6.8926 -3.5806 -1.4240  -1.492
74 C 5.7670 -3.3417 -0.4293  -0.209
75 N 4.7200 -4.3444 -0.5064  0.159
76 C 3.5099 -3.9683 0.2003  0.314
77 C 3.5754 -3.8051 1.7234  -1.216
78 C 5.1526 -5.7191 -0.3489  -0.746
79 C 5.8987 -6.0981 0.9389  -0.948
80 H 6.4974 -3.6811 -2.4354  0.332
81 H 7.5815 -2.7355 -1.4083  0.444
82 H 7.4690 -4.4765 -1.1878  0.304
83 H 5.3069 -2.3758 -0.6512  0.366
84 H 6.1993 -3.2522 0.5808  0.243
85 H 2.7286 -4.6917 -0.0482  0.379
86 H 3.1740 -3.0179 -0.2241  -0.550
87 H 3.6355 -4.7652 2.2359  0.334
88 H 2.6702 -3.3066 2.0744  0.450
89 H 4.4234 -3.1936 2.0321  0.264
90 H 5.7933 -5.9702 -1.1982  0.400
91 H 4.2719 -6.3571 -0.4576  0.351
92 H 6.6765 -5.3737 1.1844  0.253
93 H 6.3851 -7.0674 0.8090  0.373
94 H 5.2314 -6.1814 1.7952  0.262
95 C -4.9714 -4.6158 4.8282  -1.445
96 C -4.7755 -3.1618 4.4245  -0.370
97 N -4.7192 -2.9753 2.9890  0.228
98 C -4.2331 -1.6648 2.5921  -0.560
99 C -5.0709 -0.4374 2.9694  -1.018
100 C -5.8557 -3.4827 2.2423  -0.608
101 C -7.2510 -2.9501 2.5981  -1.019
102 H -4.2161 -5.2496 4.3618  0.336
103 H -4.8808 -4.7137 5.9110  0.443
104 H -5.9564 -4.9913 4.5483  0.295
105 H -3.8232 -2.8126 4.8318  0.439
106 H -5.5593 -2.5532 4.9063  0.276
107 H -4.0861 -1.6751 1.5086  0.207
108 H -3.2335 -1.5442 3.0209  0.350
109 H -5.9729 -0.3592 2.3636  0.057
110 H -4.4852 0.4658 2.7872  0.396
111 H -5.3558 -0.4348 4.0226  0.389
112 H -5.8697 -4.5709 2.3469  0.399
113 H -5.6606 -3.3008 1.1827  0.225
114 H -7.4201 -2.9408 3.6762  0.306
115 H -8.0126 -3.5945 2.1540  0.394
116 H -7.4180 -1.9431 2.2195  0.236
117 C 7.9417 3.2713 3.3097  -1.436
118 C 6.9536 2.9519 2.1964  -0.332
119 N 5.5731 3.1145 2.5991  0.178
120 C 4.6215 2.5313 1.6596  -0.656
121 C 4.5393 3.1187 0.2477  -0.541
122 C 5.2241 4.4212 3.1219  -0.651
123 C 5.4764 5.6460 2.2303  -0.954
124 H 7.7067 2.6994 4.2088  0.332
125 H 8.9533 3.0123 2.9922  0.446
126 H 7.9423 4.3313 3.5672  0.287
127 H 7.0824 1.9059 1.9060  0.435
128 H 7.2165 3.5519 1.3089  0.264
129 H 3.6311 2.5673 2.1210  0.201
130 H 4.8640 1.4670 1.5763  0.310
131 H 4.0421 4.0877 0.2306  0.277
132 H 3.9480 2.4602 -0.3860  -0.177
133 H 5.5236 3.2252 -0.2135  0.410
134 H 5.7655 4.5676 4.0616  0.385
135 H 4.1686 4.3907 3.4015  0.299
136 H 6.4683 5.6201 1.7758  0.236
137 H 5.4167 6.5561 2.8321  0.383
138 H 4.7417 5.7330 1.4324  0.270

Properties
HOMO-LUMO gap	6.2	eV
highest occupied orbital energy	-3.79	eV
charge	-1